Entry 1:
Computed, not measured: a molecular structure, C34H124ClCoF3N36O41 in a non-equilibrium geometry, with wB97M-V/def2-TZVPD.

Results
- electronic energy (Ha) = -8569.1357
- molecular weight (g mol⁻¹) = 1845.0
- charge = 0
- 2S+1 = 4

Geometry as XYZ:
```
240
Properties=species:S:1:pos:R:3:mulliken_spin:R:1
H 0.85 -3.53 6.99 0.000
O -1.86 4.73 5.20 0.000
H 0.85 -6.46 -4.97 0.000
H 2.92 3.15 -4.26 0.000
H 3.74 7.95 -1.01 0.000
H 1.80 -7.49 2.82 0.000
F -0.16 -1.95 0.14 -0.001
O -2.99 -0.18 -1.69 0.000
H 2.47 3.99 0.48 0.000
C 2.33 -5.51 3.30 0.000
H -5.45 -1.30 -1.64 0.000
H 2.53 4.57 -2.32 -0.001
H 4.61 -4.27 4.68 0.000
H 1.34 2.02 1.27 0.000
H -0.90 -4.80 1.93 0.000
O 0.85 5.45 -2.94 0.000
H 3.59 -1.16 4.72 0.000
Co 3.57 -1.35 -2.21 2.813
C 0.48 5.28 5.34 0.000
H -3.85 2.21 -3.14 0.000
O 4.14 -3.36 -2.25 0.038
N -3.75 -3.40 -1.68 0.000
O 5.32 -0.81 -3.23 0.039
C 1.57 2.02 0.20 0.004
C 5.24 -1.18 0.53 0.001
O 4.99 -1.40 -0.64 0.031
H -1.54 -7.79 2.10 0.000
H 0.20 -3.85 -2.70 -0.002
H 4.98 3.52 4.58 0.000
F 1.29 -1.07 1.51 -0.001
H 4.77 -0.57 2.42 0.000
N -3.86 -0.81 -5.89 0.000
N 1.71 -5.92 -5.19 0.000
H -1.31 -1.63 5.01 0.000
N 1.74 -6.53 2.53 0.000
O 6.08 -1.51 4.28 0.000
O -4.00 -3.46 0.52 0.000
O 0.54 1.10 -3.70 0.003
H -4.57 -4.51 3.80 0.000
H -0.97 6.16 6.59 0.000
H -0.18 -4.26 -5.43 0.000
H -2.21 0.73 4.66 0.000
C 5.19 -2.37 4.46 0.000
H 3.22 -1.85 -6.65 0.000
O 2.94 -4.13 -5.72 0.000
H -1.02 -1.59 -3.69 0.001
H 3.55 -0.16 1.14 -0.001
H -6.08 3.30 4.38 0.000
N -1.15 -10.57 0.62 0.000
H -3.94 2.68 -5.31 0.000
N 5.43 -3.68 4.53 0.000
H -4.92 -2.34 1.64 0.000
H 0.72 -1.74 4.89 0.000
C -2.62 -5.11 2.98 0.000
C -2.40 8.92 2.39 0.000
C 1.63 4.27 -2.91 -0.002
H 0.24 4.86 3.43 0.000
H 5.35 -0.37 -4.16 -0.001
O 4.44 9.09 -3.12 0.000
Cl -2.50 -4.99 -4.84 0.000
H 3.66 1.35 -7.97 0.000
C 0.21 -2.83 6.48 0.000
H -4.39 0.76 1.03 0.000
H 5.29 1.46 -7.22 0.000
N -3.39 -5.39 -0.53 0.000
H -3.22 -3.38 4.09 0.000
O -3.77 3.05 2.95 0.000
H 0.15 7.64 -0.76 0.000
H 1.92 7.41 0.12 0.000
H 3.27 -2.84 4.90 0.000
H -3.54 -2.49 -1.45 0.000
H -3.52 -5.82 -1.42 0.000
H 2.56 -0.75 -7.68 0.000
C 4.34 1.61 4.26 0.000
H -1.77 -3.47 7.10 0.000
H 3.16 2.99 -0.98 0.003
H -1.02 6.64 4.85 0.000
C 2.12 3.92 -4.26 0.001
O 2.95 -5.80 4.30 0.000
O -3.51 -4.77 -5.82 0.000
H -1.56 8.68 1.77 0.000
O 5.06 -0.38 -5.81 -0.001
H 4.05 -5.89 -2.56 -0.001
O -3.05 -5.67 -3.68 0.000
H 6.82 -1.36 1.90 0.000
H 2.28 5.32 3.48 0.000
H -1.78 1.55 -4.75 0.000
H 2.38 4.81 -4.82 0.000
N -0.35 -1.00 -3.32 0.006
H 3.37 -2.96 0.05 0.001
H -0.48 -11.06 0.00 0.000
N 4.13 -5.52 -1.60 0.002
H 3.99 -6.26 -0.91 0.000
H -2.85 0.99 0.51 0.000
C -0.27 0.61 4.38 0.000
O 1.99 -1.25 -1.08 -0.008
H 2.69 -6.22 -5.11 0.000
N -1.54 -8.78 1.96 0.000
H -6.04 -1.28 2.61 0.000
H -2.35 -9.27 2.36 0.000
H -2.40 0.08 -4.06 0.000
N -5.47 -2.23 -4.93 0.000
N 4.45 -0.55 1.46 -0.001
F -0.56 0.05 1.02 0.000
H 3.01 1.10 -1.81 -0.007
H 1.36 -6.30 1.57 0.000
H -6.08 1.47 -4.61 0.000
O -0.48 -8.56 -0.06 0.000
H -6.44 -2.57 -5.17 0.000
C 1.21 -0.24 -0.63 0.000
N 6.45 -1.61 0.99 0.002
C -2.22 3.70 -2.96 -0.001
H 2.07 -3.58 3.68 0.000
N 4.51 0.94 -7.56 0.000
H -2.41 4.13 -1.99 0.000
C -0.42 0.29 -3.79 0.003
O 2.10 0.78 -0.18 0.007
C 3.66 8.17 -3.08 0.000
H -1.49 2.26 4.74 0.000
O -1.97 -3.67 -4.37 0.000
H -1.27 -4.22 5.66 0.000
H 0.57 -1.39 -3.02 0.007
H 3.39 2.68 0.89 0.001
H -2.70 10.15 3.77 0.000
N 3.90 -2.11 4.74 0.000
C -3.22 7.59 2.68 0.000
H 5.73 0.15 4.34 0.000
C -1.04 -9.25 0.77 0.000
N 0.72 -3.85 -5.23 0.001
C -4.07 -0.96 2.72 0.000
H -1.92 -1.07 2.73 0.000
N 4.16 2.91 4.54 0.000
H -1.73 -11.16 1.19 0.000
C -5.23 -1.05 -5.52 0.000
H 0.75 -2.90 -5.47 0.000
H -6.02 1.02 3.78 0.000
H -5.27 2.57 1.53 0.000
H 2.94 6.69 3.55 0.000
H -1.57 6.31 2.25 0.000
N -1.39 1.24 4.79 0.000
N 3.63 -3.92 -0.04 0.002
H -1.20 6.56 -0.38 0.000
O 2.55 -1.72 -4.04 0.022
N -2.86 -1.44 2.37 0.001
C -0.92 5.83 5.52 0.000
H -5.14 4.24 2.14 0.000
C -1.21 -3.32 6.22 0.000
C -5.08 3.22 2.40 0.000
C 4.32 -0.13 -6.71 0.000
H 6.32 -4.10 4.37 0.000
H 2.95 6.66 -1.83 0.000
C -3.75 -4.12 -0.49 0.000
N 3.23 -0.91 -7.00 0.000
H -0.48 -6.81 -0.72 0.000
H 5.93 -1.53 -3.17 -0.003
H 2.45 6.75 -4.06 0.000
O -2.90 -6.22 2.61 0.000
H -4.80 -2.94 -5.14 0.000
H 2.80 -1.04 -4.72 -0.006
O -6.06 -0.20 -5.73 0.000
C 2.75 2.99 0.05 -0.002
H 7.10 -2.08 0.36 0.000
N 2.09 -4.24 2.94 0.000
H -2.88 -2.20 1.71 -0.001
H 3.37 7.87 -5.00 0.000
H 1.71 1.06 3.73 0.000
H -1.07 -5.96 -2.09 0.000
O 0.79 -4.82 0.23 0.000
H -3.86 7.42 1.85 0.000
N -5.16 -1.53 2.15 0.000
C -6.32 2.99 3.36 0.000
O 0.78 4.48 4.21 0.000
O -1.98 9.58 3.53 0.000
H 0.68 2.61 -4.64 0.000
N -3.54 -4.30 3.71 0.000
H 2.86 -2.59 -4.41 0.004
H 2.28 6.53 1.54 0.000
O -1.95 -2.28 5.43 0.000
H -3.80 0.04 -6.45 0.000
O -1.41 -5.76 -5.33 0.000
O -0.21 -0.63 4.24 0.000
H 0.06 5.17 -3.40 0.000
H 0.60 2.33 4.12 0.000
H 0.69 2.39 -0.39 0.001
N 5.58 1.17 4.49 0.000
N 3.06 7.55 -4.13 0.000
H 1.22 6.13 5.47 0.000
N -1.65 0.61 -4.42 0.000
O -4.15 0.04 3.45 0.000
H 2.21 0.94 -3.09 0.003
N -0.31 6.96 -0.19 0.000
H -3.52 -5.98 0.32 0.000
O -3.13 2.94 -4.90 0.000
H -3.09 -1.49 -5.96 0.000
H 0.43 0.17 -1.34 -0.009
H 3.19 -4.57 0.61 0.001
C -3.91 -0.04 -0.89 0.000
H 1.10 3.41 -2.43 0.002
H -6.78 2.33 -5.56 0.000
H -3.02 9.59 1.85 0.000
O -2.42 6.33 2.79 0.000
H 0.26 -1.88 7.03 0.000
N -1.45 -4.51 2.74 0.000
H -3.17 -3.88 -2.38 0.000
N -0.32 -6.00 -1.34 0.000
H -5.72 -0.51 -0.17 0.000
H 6.10 1.63 5.18 0.000
H -4.43 3.76 -3.50 0.000
O -6.65 1.56 3.30 0.000
H -3.76 2.19 3.28 0.000
C -3.53 3.17 -3.53 0.000
C 3.87 -4.20 -1.36 -0.002
H -2.28 5.03 4.38 0.000
O 1.01 -2.60 5.28 0.000
C 0.44 -0.80 0.52 0.006
C 1.82 -4.59 -5.45 0.001
O -0.01 5.43 1.55 0.000
N -5.20 -0.51 -1.05 0.000
O 0.99 3.45 -5.00 0.000
H 1.29 -4.19 2.34 0.000
H -1.57 2.88 -2.74 0.001
H -1.79 4.40 -4.76 0.000
C 0.23 -4.81 -0.87 -0.001
N 3.24 7.60 -1.80 0.000
N 1.70 6.75 0.79 0.000
H 0.75 -2.91 -1.30 0.012
H 3.32 3.41 4.08 0.000
N -3.79 0.78 0.23 0.000
N 0.36 -3.78 -1.66 0.000
O 3.13 5.79 3.30 0.000
C 0.40 6.32 0.81 0.000
O -1.63 4.64 -3.81 0.000
O 3.47 0.90 3.74 0.000
H -1.48 -3.54 2.99 0.000
O -6.09 2.44 -4.89 0.000
H 0.79 4.64 6.14 0.000
H -3.79 7.71 3.65 0.000
N 0.74 1.37 3.93 0.000
H -7.18 3.54 2.93 0.000
O 3.11 0.83 -2.78 0.036
```

Entry 2:
Computed, not measured: 4 unconnected molecules or ions with the total composition C5H18O3 in a non-equilibrium geometry, with wB97M-V/def2-TZVPD.

Results
- electronic energy (Ha) = -426.9768
- molecular weight (g mol⁻¹) = 126.2
- energy above the lowest of the compared OMol25 structures with the same formula, charge and spin (eV) = 1.078
- charge = 0

Geometry as XYZ:
```
26
Properties=species:S:1:pos:R:3:lowdin_charge:R:1
H 0.74 -2.63 1.34 0.020
H 1.31 -2.96 -2.08 0.047
H 0.18 -1.89 -1.66 0.012
H -2.76 0.70 1.42 0.094
H 1.65 -0.22 1.64 0.085
H 2.40 0.54 0.29 0.064
H -0.34 -3.28 2.09 0.040
H 1.32 2.26 0.93 0.100
C 1.42 0.28 0.68 -0.127
H -1.60 -0.54 1.44 0.094
O 0.00 -3.24 1.19 -0.066
O 1.79 1.39 -2.25 -0.055
H -2.25 -0.71 -0.97 0.053
C -1.89 0.23 -0.62 -0.103
H 0.99 -0.39 -0.05 0.038
H -2.57 1.00 -1.08 0.083
H 0.17 1.80 -0.34 0.067
O 0.89 -2.11 -2.27 -0.055
C -1.84 0.42 0.92 -0.241
H -1.21 2.42 1.55 0.093
C 0.57 1.53 0.63 -0.261
H 1.67 1.79 -3.13 0.046
C -0.78 1.41 1.44 -0.220
H -0.57 1.21 2.53 0.108
H 1.74 0.43 -2.41 0.028
H -1.02 0.57 -1.21 0.056
```

What did the second record say?
Computed, not measured: 4 unconnected molecules or ions with the total composition C5H18O3 in a non-equilibrium geometry, with wB97M-V/def2-TZVPD.

Results
- electronic energy (Ha) = -426.9768
- molecular weight (g mol⁻¹) = 126.2
- energy above the lowest of the compared OMol25 structures with the same formula, charge and spin (eV) = 1.078
- charge = 0

Geometry as XYZ:
```
26
Properties=species:S:1:pos:R:3:lowdin_charge:R:1
H 0.74 -2.63 1.34 0.020
H 1.31 -2.96 -2.08 0.047
H 0.18 -1.89 -1.66 0.012
H -2.76 0.70 1.42 0.094
H 1.65 -0.22 1.64 0.085
H 2.40 0.54 0.29 0.064
H -0.34 -3.28 2.09 0.040
H 1.32 2.26 0.93 0.100
C 1.42 0.28 0.68 -0.127
H -1.60 -0.54 1.44 0.094
O 0.00 -3.24 1.19 -0.066
O 1.79 1.39 -2.25 -0.055
H -2.25 -0.71 -0.97 0.053
C -1.89 0.23 -0.62 -0.103
H 0.99 -0.39 -0.05 0.038
H -2.57 1.00 -1.08 0.083
H 0.17 1.80 -0.34 0.067
O 0.89 -2.11 -2.27 -0.055
C -1.84 0.42 0.92 -0.241
H -1.21 2.42 1.55 0.093
C 0.57 1.53 0.63 -0.261
H 1.67 1.79 -3.13 0.046
C -0.78 1.41 1.44 -0.220
H -0.57 1.21 2.53 0.108
H 1.74 0.43 -2.41 0.028
H -1.02 0.57 -1.21 0.056
```

Q: Which formula does entry 2 have?
A: C5H18O3

Q: The lowest electronic energy belongs to which entry?
A: C34H124ClCoF3N36O41

What did the second record say?
Computed, not measured: 4 unconnected molecules or ions with the total composition C5H18O3 in a non-equilibrium geometry, with wB97M-V/def2-TZVPD.

Results
- electronic energy (Ha) = -426.9768
- molecular weight (g mol⁻¹) = 126.2
- energy above the lowest of the compared OMol25 structures with the same formula, charge and spin (eV) = 1.078
- charge = 0

Geometry as XYZ:
```
26
Properties=species:S:1:pos:R:3:lowdin_charge:R:1
H 0.74 -2.63 1.34 0.020
H 1.31 -2.96 -2.08 0.047
H 0.18 -1.89 -1.66 0.012
H -2.76 0.70 1.42 0.094
H 1.65 -0.22 1.64 0.085
H 2.40 0.54 0.29 0.064
H -0.34 -3.28 2.09 0.040
H 1.32 2.26 0.93 0.100
C 1.42 0.28 0.68 -0.127
H -1.60 -0.54 1.44 0.094
O 0.00 -3.24 1.19 -0.066
O 1.79 1.39 -2.25 -0.055
H -2.25 -0.71 -0.97 0.053
C -1.89 0.23 -0.62 -0.103
H 0.99 -0.39 -0.05 0.038
H -2.57 1.00 -1.08 0.083
H 0.17 1.80 -0.34 0.067
O 0.89 -2.11 -2.27 -0.055
C -1.84 0.42 0.92 -0.241
H -1.21 2.42 1.55 0.093
C 0.57 1.53 0.63 -0.261
H 1.67 1.79 -3.13 0.046
C -0.78 1.41 1.44 -0.220
H -0.57 1.21 2.53 0.108
H 1.74 0.43 -2.41 0.028
H -1.02 0.57 -1.21 0.056
```